Record 1
Molecular formula: C5H7F2O3S
Method: DFT, wB97M-V/def2-TZVPD

XYZ file:
```
18
Properties=species:S:1:pos:R:3:nbo_charge:R:1
C -0.917 1.009 1.256 0.762
C -1.022 -1.501 0.558 -0.624
C -0.844 0.113 -1.182 -0.425
C 2.532 1.224 1.196 0.388
C -0.963 -0.059 0.119 -0.060
O 0.062 1.800 1.282 -0.762
O -1.762 0.962 2.138 -0.694
O 3.191 2.895 -0.535 -0.955
F 2.894 0.260 0.316 -0.367
F 3.660 1.711 1.716 -0.342
S 1.648 2.472 0.182 0.467
H -1.123 -2.261 -0.160 0.192
H -0.241 -1.709 1.158 0.203
H -1.936 -1.812 1.273 0.200
H -0.815 -0.731 -1.717 0.176
H -0.733 1.121 -1.507 0.205
H 3.172 2.671 -1.528 0.455
H 1.703 0.953 1.910 0.182
```

Values from the calculation:
E_LUMO	0.1276	Ha
charge	-1
max |F|	0.09909	Eh/bohr
HOMO energy	-4.407	eV

Record 2
Molecular formula: C5H7F3N2O
Method: DFT, wB97M-V/def2-TZVPD

XYZ file:
```
18
Properties=species:S:1:pos:R:3:nbo_charge:R:1
C 2.212 -1.227 0.223 -0.404
N 1.330 -0.083 0.204 -0.266
C 1.048 0.582 -0.964 0.029
C -0.224 0.992 -1.031 -0.365
C -0.924 0.535 0.219 0.261
O -1.383 1.578 1.051 -0.709
C -2.185 -0.308 -0.082 0.957
F -1.882 -1.366 -0.849 -0.324
F -2.768 -0.786 1.020 -0.319
F -3.108 0.396 -0.748 -0.323
N 0.068 -0.320 0.850 -0.468
H 2.429 -1.480 1.259 0.206
H 1.767 -2.096 -0.268 0.192
H 3.137 -0.956 -0.280 0.206
H 1.836 0.750 -1.673 0.220
H -0.698 1.610 -1.763 0.238
H -0.788 2.336 0.982 0.483
H 0.134 -0.157 1.851 0.384
```

Values from the calculation:
E_LUMO	0.0263	Ha
charge	0
SMILES string	CN1C=C[C@@](O)(C(F)(F)F)N1
max |F|	0.01026	Eh/bohr
HOMO energy	-8.268	eV

Record 3
Molecular formula: C5H7F3N3O2
Method: DFT, wB97M-V/def2-TZVPD

XYZ file:
```
20
Properties=species:S:1:pos:R:3:nbo_charge:R:1
O 2.376 2.239 0.810 -0.251
N 1.781 1.543 0.037 0.526
O 1.678 1.687 -1.176 -0.368
C 1.347 0.237 0.583 -0.249
C -0.164 0.066 0.262 0.541
N -0.595 0.645 -0.818 -0.520
C -2.060 0.143 -1.007 -0.218
C -2.388 -0.400 0.388 -0.239
N -1.057 -0.524 1.004 -0.503
C 2.066 -1.050 -0.019 0.990
F 1.510 -2.114 0.557 -0.305
F 1.960 -1.215 -1.320 -0.292
F 3.359 -1.068 0.197 -0.281
H 1.585 0.054 1.635 0.288
H -0.104 1.352 -1.361 0.477
H -1.809 -0.700 -1.789 0.251
H -2.632 0.989 -1.171 0.243
H -2.941 0.302 0.888 0.218
H -2.968 -1.370 0.385 0.254
H -0.944 -0.817 1.915 0.440
```

Values from the calculation:
E_LUMO	-0.1721	Ha
charge	+1
SMILES string	O=[N+]([O-])[C@@H](C1=[NH+]CCN1)C(F)(F)F
max |F|	0.08961	Eh/bohr
HOMO energy	-15.157	eV

Record 4
Molecular formula: C5H7FN2OS2
Method: DFT, wB97M-V/def2-TZVPD

XYZ file:
```
18
Properties=species:S:1:pos:R:3:nbo_charge:R:1
N -2.144 -0.521 -1.044 -0.814
C -1.250 -1.138 -0.153 0.066
C -1.286 -0.957 1.191 -0.438
S 0.149 -1.566 1.989 0.400
C 0.735 -2.213 0.459 -0.457
C -0.072 -1.895 -0.572 0.226
O 0.288 -2.215 -1.934 -0.681
H -2.608 -1.089 -1.793 0.370
H -2.950 -0.252 -0.555 0.370
H -2.049 -0.500 1.708 0.225
H 1.539 -2.873 0.184 0.250
H -0.308 -1.671 -2.493 0.478
C 2.614 2.489 0.382 -0.100
N 1.370 2.447 0.244 -0.632
S -0.098 2.664 0.116 0.936
F -0.465 3.986 1.271 -0.570
H 3.054 3.392 0.986 0.164
H 3.480 1.912 0.016 0.204
```

Values from the calculation:
E_LUMO	0.0184	Ha
charge	0
SMILES string	Nc1cscc1O.C=NSF
max |F|	0.08112	Eh/bohr
HOMO energy	-8.397	eV

Record 5
Molecular formula: C5H7IN5
Method: DFT, wB97M-V/def2-TZVPD

XYZ file:
```
18
Properties=species:S:1:pos:R:3:nbo_charge:R:1
N 0.845 -1.074 -1.140 -0.779
C 0.402 0.432 -0.706 0.291
I 2.457 1.590 -1.266 0.019
N -0.762 0.741 -1.329 -0.486
N -1.770 1.026 -0.471 -0.390
C -1.325 0.871 0.821 0.399
N -2.041 0.932 1.888 -0.442
C -1.329 0.744 3.020 0.318
N -0.029 0.619 3.046 -0.442
C 0.702 0.451 1.992 0.116
C 0.104 0.609 0.765 -0.270
H 1.966 -1.057 -1.205 0.472
H 0.286 -1.172 -2.027 0.461
H 0.688 -1.715 -0.381 0.444
H -0.693 1.127 -2.287 0.437
H -2.657 0.869 -0.821 0.422
H -1.946 0.618 3.872 0.210
H 1.774 0.637 1.966 0.219
```

Values from the calculation:
E_LUMO	-0.1822	Ha
charge	+1
SMILES string	[NH3+][C@@]1(I)NNc2ncncc21
max |F|	0.07248	Eh/bohr
HOMO energy	-12.621	eV

Record 6
Molecular formula: C5H7LaO3
Method: DFT, wB97M-V/def2-TZVPD

XYZ file:
```
16
Properties=species:S:1:pos:R:3:mulliken_spin:R:1
O -0.484 -1.264 -0.780 0.011
La -0.091 -3.946 -0.773 0.056
O 0.851 -2.255 0.578 0.001
C 0.331 -1.157 0.300 0.012
O 0.384 -0.049 0.900 0.005
C -1.147 -0.092 -1.379 -0.056
C -1.697 -0.465 -2.693 0.825
H -1.918 0.240 -0.675 0.018
H -0.370 0.684 -1.457 0.070
H -2.617 0.002 -3.041 0.032
H -1.109 -1.078 -3.377 0.024
C 1.779 1.066 1.748 0.000
C 1.490 1.973 2.702 0.000
H 2.322 2.268 3.357 0.000
H 0.618 1.669 3.312 0.000
H 1.658 2.405 1.277 0.000
```

Values from the calculation:
E_LUMO (alpha / beta)	-0.5188 / -0.5181	Ha
charge	+3
<S²>	0.75
max |F|	0.12333	Eh/bohr
multiplicity	2
HOMO energy (alpha / beta)	-18.648 / -20.471	eV

Record 7
Molecular formula: C5H7N
Method: DFT, wB97M-V/def2-TZVPD

XYZ file:
```
13
Properties=species:S:1:pos:R:3:nbo_charge:R:1
C 1.503 -0.106 -1.639 -0.390
C -1.369 0.814 0.207 0.103
C -0.396 -0.321 -0.007 -0.342
C -0.628 -0.439 1.529 -0.233
N -1.518 0.753 1.479 -0.366
C 0.954 0.150 -0.454 -0.172
H 1.016 -0.747 -2.370 0.192
H 2.456 0.330 -1.923 0.203
H -1.812 1.543 -0.473 0.186
H -0.758 -1.161 -0.611 0.221
H 0.256 -0.299 2.160 0.196
H -1.170 -1.331 1.857 0.202
H 1.466 0.813 0.245 0.200
```

Values from the calculation:
E_LUMO	0.0420	Ha
charge	0
max |F|	0.00835	Eh/bohr
HOMO energy	-9.700	eV

Record 8
Molecular formula: C5H7N
Method: DFT, wB97M-V/def2-TZVPD

XYZ file:
```
13
Properties=species:S:1:pos:R:3:nbo_charge:R:1
C -0.662 0.833 -0.897 -0.418
C 0.162 -0.426 -0.928 -0.257
C -1.009 -0.298 0.012 -0.244
C -0.013 -0.385 1.227 -0.094
N 1.098 0.547 1.174 -0.568
C 1.119 -0.584 0.286 -0.071
H -1.309 0.960 -1.759 0.230
H -0.303 1.781 -0.505 0.197
H 0.243 -1.021 -1.831 0.226
H -1.953 -0.830 -0.060 0.227
H -0.209 -0.734 2.233 0.215
H 0.883 1.436 0.740 0.346
H 1.953 -1.280 0.307 0.210
```

Values from the calculation:
E_LUMO	0.0444	Ha
charge	0
SMILES string	C1[C@@H]2[C@H]1[C@@H]1N[C@H]21
max |F|	0.01169	Eh/bohr
HOMO energy	-8.823	eV

Record 9
Molecular formula: C5H7N
Method: DFT, wB97M-V/def2-TZVPD

XYZ file:
```
13
Properties=species:S:1:pos:R:3:nbo_charge:R:1
N 1.929 -1.777 -0.392 -0.336
C 1.423 -0.739 -0.331 0.273
C 1.141 0.701 -0.363 -0.496
C -0.298 0.862 0.075 -0.249
C -0.874 -0.017 1.146 -0.430
C -1.019 -0.430 -0.317 -0.433
H 1.304 0.952 -1.423 0.251
H 1.956 1.142 0.217 0.247
H -0.729 1.858 -0.053 0.232
H -1.758 0.347 1.682 0.227
H -0.221 -0.603 1.784 0.223
H -0.275 -1.410 -0.779 0.268
H -2.033 -0.330 -0.710 0.223
```

Values from the calculation:
E_LUMO	0.0339	Ha
charge	0
SMILES string	N#CCC1CC1
max |F|	0.09260	Eh/bohr
HOMO energy	-10.591	eV

Record 10
Molecular formula: C5H7N
Method: DFT, wB97M-V/def2-TZVPD

XYZ file:
```
13
Properties=species:S:1:pos:R:3:nbo_charge:R:1
C 1.222 -0.297 0.577 -0.420
C 0.435 -0.685 -0.632 -0.238
C 0.672 0.819 -0.213 -0.232
C -0.867 0.924 -0.042 -0.102
N -1.584 -0.221 0.794 -0.563
C -1.075 -0.432 -0.520 -0.092
H 2.283 -0.448 0.392 0.226
H 0.924 -0.442 1.609 0.194
H 0.810 -1.417 -1.346 0.227
H 1.299 1.678 -0.492 0.232
H -1.387 1.842 -0.331 0.218
H -0.980 -0.622 1.517 0.349
H -1.753 -0.699 -1.313 0.202
```

Values from the calculation:
E_LUMO	0.0432	Ha
charge	0
SMILES string	C1[C@@H]2[C@H]1[C@@H]1N[C@H]21
max |F|	0.03643	Eh/bohr
HOMO energy	-8.628	eV

Record 11
Molecular formula: C5H7N
Method: DFT, wB97M-V/def2-TZVPD

XYZ file:
```
13
Properties=species:S:1:pos:R:3:nbo_charge:R:1
C -0.427 -1.525 0.808 -0.463
C 1.590 0.955 0.532 -0.024
C -0.065 -1.153 -0.420 -0.007
N -0.317 0.078 -1.064 -0.429
C -0.888 1.131 -0.258 -0.200
C 0.585 1.136 -0.499 -0.287
H -1.061 -0.926 1.455 0.196
H -0.095 -2.478 1.205 0.216
H 1.912 -0.103 0.523 0.111
H 0.595 -1.791 -1.005 0.201
H -1.266 0.922 0.739 0.203
H -1.486 1.847 -0.818 0.218
H 0.922 1.905 -1.198 0.266
```

Values from the calculation:
E_LUMO (alpha / beta)	-0.0202 / -0.0205	Ha
charge	0
max |F|	0.00946	Eh/bohr
HOMO energy (alpha / beta)	-8.623 / -8.644	eV

Record 12
Molecular formula: C5H7N
Method: DFT, wB97M-V/def2-TZVPD

XYZ file:
```
13
Properties=species:S:1:pos:R:3:nbo_charge:R:1
C 1.196 -0.366 0.613 -0.418
C 0.457 -0.639 -0.672 -0.258
C 0.685 0.774 -0.197 -0.243
C -0.868 0.944 -0.026 -0.094
N -1.527 -0.097 0.745 -0.569
C -1.079 -0.418 -0.582 -0.070
H 2.265 -0.545 0.557 0.230
H 0.789 -0.572 1.600 0.197
H 0.935 -1.171 -1.486 0.226
H 1.343 1.510 -0.649 0.227
H -1.440 1.862 -0.073 0.215
H -0.978 -0.497 1.497 0.347
H -1.778 -0.784 -1.328 0.210
```

Values from the calculation:
E_LUMO	0.0444	Ha
charge	0
SMILES string	C1[C@@H]2[C@H]1[C@@H]1N[C@H]21
max |F|	0.01042	Eh/bohr
HOMO energy	-8.815	eV

Record 13
Molecular formula: C5H7N
Method: DFT, wB97M-V/def2-TZVPD

XYZ file:
```
13
Properties=species:S:1:pos:R:3:nbo_charge:R:1
C 1.686 0.014 -0.083 -0.549
C 0.519 0.058 0.696 0.107
C -0.354 1.178 0.606 -0.250
C -1.450 0.701 -0.042 -0.268
C -1.216 -0.661 -0.330 -0.090
N -0.266 -1.107 0.551 -0.527
H 2.247 -0.914 -0.024 0.209
H 0.730 -0.354 -1.175 0.103
H 2.237 0.924 -0.249 0.229
H -0.108 2.208 0.810 0.222
H -2.286 1.287 -0.393 0.224
H -1.958 -1.370 -0.679 0.206
H 0.219 -1.965 0.313 0.385
```

Values from the calculation:
E_LUMO	0.0336	Ha
charge	0
max |F|	0.05791	Eh/bohr
HOMO energy	-7.661	eV

Record 14
Molecular formula: C5H7N
Method: DFT, wB97M-V/def2-TZVPD

XYZ file:
```
13
Properties=species:S:1:pos:R:3:nbo_charge:R:1
C 1.251 -1.210 0.099 -0.630
C 0.013 -0.765 -0.604 -0.310
C -1.534 -1.139 -0.251 0.181
N -2.039 0.015 -0.556 -0.456
C -0.720 0.431 -0.379 0.259
C -0.366 1.648 0.478 -0.668
H 1.947 -0.412 0.003 0.223
H 1.647 -2.189 -0.160 0.237
H 0.883 -1.086 1.095 0.216
H -0.018 -1.140 -1.590 0.242
H -0.337 1.352 1.496 0.232
H -1.253 2.343 0.184 0.245
H 0.526 2.153 0.187 0.230
```

Values from the calculation:
E_LUMO	0.0284	Ha
charge	0
SMILES string	C[C@H]1C2=N[C@@]21C
max |F|	0.07087	Eh/bohr
HOMO energy	-8.453	eV

Record 15
Molecular formula: C5H7N
Method: DFT, wB97M-V/def2-TZVPD

XYZ file:
```
13
Properties=species:S:1:pos:R:3:nbo_charge:R:1
C -1.386 0.470 1.147 -0.397
N -0.312 0.168 0.240 -0.337
C 0.948 0.662 0.250 -0.067
C 1.705 0.004 -0.702 -0.305
C 0.856 -0.932 -1.307 -0.292
C -0.386 -0.806 -0.717 -0.078
H -2.319 0.021 0.697 0.215
H -1.180 0.009 2.149 0.203
H -1.513 1.562 1.304 0.209
H 1.157 1.423 0.971 0.203
H 2.733 0.212 -0.881 0.221
H 1.075 -1.559 -2.144 0.218
H -1.378 -1.232 -1.008 0.208
```

Values from the calculation:
E_LUMO	0.0378	Ha
charge	0
SMILES string	Cn1cccc1
max |F|	0.02636	Eh/bohr
HOMO energy	-8.150	eV

Record 16
Molecular formula: C5H7N
Method: DFT, wB97M-V/def2-TZVPD

XYZ file:
```
13
Properties=species:S:1:pos:R:3:nbo_charge:R:1
C 2.440 -1.202 0.144 -0.202
C 1.283 -0.949 0.369 -0.065
C -0.089 -0.574 0.558 0.073
C -0.575 0.227 1.512 -0.395
N -0.930 -0.608 -0.566 -0.625
C -0.853 0.852 -1.019 -0.415
H 3.471 -1.410 -0.024 0.237
H -1.645 0.366 1.435 0.205
H 0.006 0.902 2.123 0.206
H -0.729 -1.395 -1.194 0.383
H -0.528 0.956 -2.043 0.196
H -0.127 1.446 -0.428 0.205
H -1.808 1.367 -0.867 0.198
```

Values from the calculation:
E_LUMO	0.0332	Ha
charge	0
SMILES string	C#CC(=C)NC
max |F|	0.02310	Eh/bohr
HOMO energy	-8.585	eV